Entry 1:
Molecular formula: C14H12Br6N2O4
Method: DFT, ωB97M-V/def2-TZVPD

Results
* ΔE to the lowest compared entry with this formula, charge and spin: 1065.7 kJ/mol
* total charge: 0
* calculated total energy: -16394.62285 hartree
* maximum force: 10.2 eV Å⁻¹
* E_HOMO: -8.43 eV

Each line ends with the natural charge from an NBO analysis.
Atoms and positions in Å:
C -4.223484 2.961255 0.143173  -0.1567
C -3.248949 3.563878 0.950842  -0.2074
C -1.962666 3.125657 0.985552  -0.1865
C -1.583298 1.922225 0.293832  0.0558
C -2.584802 1.358417 -0.508591  -0.1869
C -3.857044 1.890871 -0.662538  -0.2123
N -0.185936 1.349901 0.365648  0.4645
O 0.032871 0.331116 -0.298923  -0.3784
O 0.569143 1.753681 1.222269  -0.3660
H -5.228362 3.349515 0.219844  0.2275
H -3.510225 4.443220 1.520855  0.2274
H -1.146777 3.650017 1.460702  0.2393
H -2.242734 0.501285 -1.069594  0.2365
H -4.575899 1.369867 -1.277522  0.2344
C 2.698916 0.626601 -0.323303  -0.2362
C 1.572697 0.901625 -1.095200  -0.1943
C 1.212789 0.157761 -2.204834  -0.1502
C 1.995435 -0.947343 -2.607771  -0.0115
C 3.092620 -1.247787 -1.812689  -0.1815
C 3.458118 -0.509915 -0.704487  -0.2060
N 1.737722 -1.725197 -3.853237  0.5164
O 2.498644 -2.675522 -4.180674  -0.3874
O 0.924286 -1.290791 -4.647361  -0.3584
H 2.870144 1.243192 0.546693  0.2438
H 0.922055 1.706272 -0.786011  0.1966
H 0.318657 0.457868 -2.731017  0.2314
H 3.756489 -2.077807 -2.004338  0.2506
H 4.379038 -0.700477 -0.173460  0.2346
C -0.593575 -3.860331 3.549627  -0.3923
Br -0.526890 -2.800904 5.259598  0.0523
Br -2.222995 -5.067168 3.455199  0.0291
Br 0.965786 -5.008634 3.101306  0.0773
H -0.665165 -3.105753 2.766306  0.1517
C 1.018663 -1.059649 0.898465  -0.4327
Br 2.230156 -2.673634 0.414643  0.0369
Br 1.959429 0.183053 2.048685  0.1525
Br -0.588689 -1.595966 1.731037  0.1464
H 0.733831 -0.500398 0.007275  0.2395

Cartesian forces, eV/Å:
0.6 -0.1 0.3
-0.8 0.4 -0.3
2.6 -1.9 -0.6
-1.7 1.5 0.0
2.0 -0.6 -0.4
-0.1 -0.1 1.0
-6.3 -0.2 2.8
-8.9 5.0 -0.6
-1.5 3.3 -2.2
-0.1 -0.1 -0.4
0.0 0.0 0.1
-0.2 0.2 0.5
-0.4 -0.3 -0.2
0.0 0.1 -0.1
1.3 -0.2 -2.7
3.1 1.8 -2.0
0.9 -0.8 -2.3
-0.2 0.7 1.0
1.1 -0.4 -0.7
-0.3 2.8 0.0
1.8 -0.8 -1.9
-1.4 1.7 1.8
-0.4 0.1 1.0
1.0 0.4 -1.6
3.0 1.3 -2.5
0.1 -0.2 -0.3
-0.3 -0.1 -0.6
-0.1 -0.4 0.0
-0.4 -1.7 1.1
0.1 -1.1 -1.3
1.1 1.1 0.2
-0.8 0.9 0.7
0.0 -1.7 1.1
3.7 -4.4 2.5
-1.8 -0.2 1.9
1.3 -4.7 5.1
-0.4 1.7 -1.3
2.4 -3.3 1.0

---

Entry 2:
Molecular formula: C7H13N2P
Method: DFT, ωB97M-V/def2-TZVPD

Results
* ΔE to the lowest compared entry with this formula, charge and spin: 137.8 kJ/mol
* total charge: 0
* calculated total energy: -725.26660 hartree
* maximum force: 5.6 eV Å⁻¹
* SMILES: CC1=PC=NC(C)(C)N1C
* E_HOMO: -7.50 eV

Each line ends with the natural charge from an NBO analysis.
Atoms and positions in Å:
C -0.341301 1.567441 -1.995059  -0.2681
C 0.502748 1.223575 0.447463  -0.0034
C -0.704797 -0.475855 -0.753977  0.2705
C 1.429155 1.805748 1.440849  -0.6913
C -2.047891 -0.281068 0.050412  -0.6235
C -0.547684 -1.940445 -0.907706  -0.6361
C 1.226828 -1.068852 0.943665  -0.4252
N -0.554850 0.180027 -1.992708  -0.5012
N 0.402342 -0.062148 0.185926  -0.3765
P 0.098904 2.518470 -0.614014  0.3820
H -0.304251 2.064506 -3.072278  0.2221
H 1.064976 2.758281 1.718027  0.2449
H 2.435386 1.817094 1.138539  0.2366
H 1.509345 1.438474 2.472866  0.2153
H -1.817540 -0.449102 1.006082  0.1956
H -2.716138 -1.026735 -0.412383  0.2181
H -2.384202 0.778959 -0.081523  0.2252
H -1.396418 -2.280105 -1.575950  0.2254
H -0.483186 -2.615318 -0.093405  0.2155
H 0.209131 -2.259935 -1.499224  0.2223
H 1.998079 -1.493285 0.369001  0.2242
H 1.844826 -0.570740 1.631254  0.2147
H 0.576538 -1.628984 1.594144  0.2128

Cartesian forces, eV/Å:
-0.8 -4.7 -2.2
1.1 0.0 -0.6
0.5 0.1 2.5
-0.3 -0.8 2.6
-0.2 1.7 -5.3
-3.3 -1.3 -1.8
-1.5 2.0 0.1
0.3 4.9 -1.3
0.7 -0.4 1.0
-1.0 1.3 -0.1
-0.1 -1.2 2.3
0.0 1.6 -0.5
1.3 0.4 -0.8
-0.5 -1.1 -0.2
0.5 -0.9 3.9
-0.2 0.7 0.6
-0.1 -1.0 0.2
0.5 0.3 1.0
-0.5 0.0 1.4
3.1 -0.2 -1.9
0.1 -1.5 -1.3
0.5 1.4 1.0
0.0 -1.0 -0.4

---

Entry 3:
Molecular formula: C7H6N2O
Method: DFT, ωB97M-V/def2-TZVPD

Results
* ΔE to the lowest compared entry with this formula, charge and spin: 82.1 kJ/mol
* total charge: 0
* calculated total energy: -455.04867 hartree
* maximum force: 4.8 eV Å⁻¹
* SMILES: CC1=Cc2cncn2C1=O
* E_HOMO: -8.36 eV

Each line ends with the natural charge from an NBO analysis.
Atoms and positions in Å:
C -1.586964 1.118404 1.709297  -0.0356
C -1.462609 2.067928 -0.199813  0.2359
C -0.704019 0.310722 0.925939  0.0521
C 0.042435 -0.888383 0.893742  -0.1833
C 0.692991 -1.011692 -0.289425  -0.0891
C 0.299019 0.235735 -1.157019  0.6964
C 1.785570 -1.830112 -0.845719  -0.6347
N -1.986645 2.161534 0.970684  -0.4443
N -0.603387 0.976892 -0.295883  -0.4292
O 0.687764 0.588409 -2.231689  -0.5094
H -1.877779 0.924203 2.758182  0.2157
H -1.528672 2.727869 -0.950166  0.1948
H -0.124853 -1.623450 1.702581  0.2367
H 2.753969 -1.230714 -0.478055  0.2262
H 1.633848 -1.740815 -1.924220  0.2405
H 1.979331 -2.786529 -0.588440  0.2272

Cartesian forces, eV/Å:
2.2 -3.2 -0.1
1.7 -2.3 1.3
-2.4 3.0 0.6
0.3 -1.9 -0.1
-0.9 1.1 0.4
0.2 0.1 1.1
1.5 4.5 -0.4
-1.1 1.3 0.1
-0.4 -0.8 1.2
-0.3 -0.4 0.3
0.1 0.4 -0.9
-0.5 2.3 -2.6
0.8 0.4 -0.6
-1.7 -1.2 -1.3
0.8 -0.1 0.0
-0.1 -3.2 1.2

---

Q: total charge of number 3 (C7H6N2O)?
A: 0